Entry 1:
Formula: C12H26N6O3
Source: the Open Molecules 2025 dataset
Level of theory: ωB97M-V/def2-TZVPD

```
47
Properties=species:S:1:pos:R:3
C 0.193 0.441 2.244
C -0.853 1.376 2.168
C -0.369 -1.005 2.075
C 0.807 -1.957 1.814
C 1.637 -1.897 0.528
C 2.753 -0.030 -0.578
C -0.417 1.625 -0.346
C 0.710 2.677 -0.453
C -1.309 1.695 -1.591
C -2.436 0.712 -1.628
C -2.072 -0.671 -2.112
C -3.110 -1.893 -2.062
H 1.415 1.408 3.392
H 0.124 0.740 4.263
H 0.961 0.612 1.432
H -0.842 -1.372 3.007
H -1.207 -1.048 1.349
H 1.552 -1.739 2.631
H 0.400 -3.014 1.984
H 2.118 -2.891 0.443
H 0.887 -1.955 -0.352
H 3.105 -0.723 1.364
H 2.521 0.409 -2.488
H 3.949 0.817 0.766
H 4.299 1.256 -0.837
H -2.170 2.257 0.886
H 0.085 0.615 -0.230
H -0.522 1.577 -2.262
H -1.634 2.737 -1.822
H -3.014 0.631 -0.715
H -3.038 1.212 -2.373
H -1.825 -0.721 -3.151
H -1.158 -1.033 -1.686
H -3.447 -1.956 -1.057
H -3.925 -1.747 -2.714
H -1.683 -3.510 -1.763
H -2.073 -3.240 -3.309
H 2.587 2.650 0.188
N 0.832 0.618 3.493
N 2.606 -0.858 0.484
N 2.112 -0.149 -1.737
N 3.676 0.834 -0.183
N -1.179 1.917 0.872
N -2.381 -3.199 -2.351
O -1.359 1.919 3.159
O 0.947 3.575 -1.237
O 1.744 2.297 0.495
```

Calculated values
* LUMO: 0.4 eV
* SMILES: [H]/N=C(\N)NCCC[C@H](N)C(=O)N[C@@H](CCCCN)C(=O)O
* orbital gap: 9.38 eV

Entry 2:
Formula: C12H26NO5P2SSn
Source: the Open Molecules 2025 dataset
Level of theory: ωB97M-V/def2-TZVPD

```
48
Properties=species:S:1:pos:R:3
Sn 0.124 0.007 0.166
P 1.328 -1.561 -1.368
C 0.086 -2.929 -1.448
C -0.951 -2.962 -0.344
N -1.198 -1.852 0.388
C -2.246 -1.795 1.219
C -2.960 -2.945 1.511
C -2.698 -4.111 0.800
C -1.698 -4.114 -0.147
C -2.581 -0.493 1.898
P -2.103 1.021 0.965
H -1.484 -4.975 -0.800
H -3.724 -2.887 2.268
H -3.250 -5.017 1.009
H -3.657 -0.403 2.088
H -2.075 -0.425 2.870
H -0.413 -2.810 -2.411
H 0.650 -3.884 -1.440
H -1.742 -1.155 -3.724
O -1.606 -1.754 -4.465
H -2.243 -2.458 -4.188
H -0.987 1.248 -2.702
O -1.941 1.379 -2.625
H -2.168 1.425 -3.589
C -3.507 1.323 -0.129
H -4.449 1.341 0.445
H -3.362 2.280 -0.654
H -3.566 0.544 -0.903
C -1.993 2.372 2.144
H -1.817 3.312 1.602
H -2.925 2.457 2.720
H -1.147 2.219 2.830
C 2.682 -2.244 -0.423
H 3.096 -3.073 -1.000
H 3.433 -1.476 -0.238
H 2.329 -2.621 0.537
C 1.885 -1.122 -3.023
H 2.666 -0.350 -2.925
H 2.296 -2.023 -3.506
H 1.068 -0.737 -3.654
C 1.979 2.663 2.299
S 2.405 1.005 1.769
O 2.459 1.128 0.285
O 3.575 0.434 2.397
O 1.105 0.206 2.103
H 2.907 3.231 2.286
H 1.571 2.550 3.299
H 1.249 3.153 1.641
```

Calculated values
* LUMO (alpha / beta): -3.4 / -3.4 eV
* total charge: +1
* orbital gap (alpha / beta): 5.25 / 5.25 eV

Entry 3:
Formula: C12H27BBrO11P
Source: the Open Molecules 2025 dataset
Level of theory: ωB97M-V/def2-TZVPD

```
53
Properties=species:S:1:pos:R:3
C 0.080 1.594 0.473
C -0.343 0.100 0.057
C -1.900 -0.085 -0.311
Br -2.170 -1.970 -0.980
B -2.735 0.019 1.117
P -4.417 0.942 1.210
O -4.052 2.596 0.764
O -5.516 0.324 0.014
H 0.266 2.239 -0.464
H 1.039 1.508 1.122
H -0.687 2.157 1.115
H -0.135 -0.591 0.967
H 0.285 -0.340 -0.811
H -2.259 0.709 -1.057
H -2.236 -0.473 2.086
H -3.798 2.523 -0.201
H -4.955 0.231 -0.806
C -0.585 2.807 7.455
O -0.918 2.237 6.191
C -1.876 2.908 5.518
O -2.443 3.911 5.897
O -2.091 2.268 4.350
C -3.089 2.872 3.527
H 0.192 2.187 7.905
H -0.193 3.819 7.331
H -1.454 2.808 8.118
H -2.796 3.887 3.246
H -4.058 2.875 4.033
H -3.178 2.274 2.617
C 0.991 -6.158 -5.955
O 1.305 -4.909 -5.342
C 0.265 -4.327 -4.709
O -0.861 -4.772 -4.631
O 0.696 -3.165 -4.179
C -0.309 -2.436 -3.474
H 1.899 -6.532 -6.431
H 0.668 -6.885 -5.205
H 0.224 -6.029 -6.723
H -0.681 -3.016 -2.630
H -1.126 -2.159 -4.145
H 0.149 -1.522 -3.091
C 3.956 -0.633 -3.171
O 4.920 -0.063 -2.287
C 4.397 0.465 -1.163
O 3.220 0.488 -0.867
O 5.409 0.964 -0.425
C 4.997 1.559 0.804
H 4.490 -1.026 -4.038
H 3.428 -1.458 -2.686
H 3.250 0.128 -3.514
H 4.510 0.821 1.447
H 4.333 2.407 0.619
H 5.891 1.925 1.312
```

Calculated values
* LUMO: -1.2 eV
* SMILES: CC[C@@H](Br)BP(O)O.COC(=O)OC.COC(=O)OC.COC(=O)OC
* orbital gap: 7.43 eV

Entry 4:
Formula: C12H27BrNO2S2
Source: the Open Molecules 2025 dataset
Level of theory: ωB97M-V/def2-TZVPD

```
45
Properties=species:S:1:pos:R:3
C -3.558 0.819 -1.628
C -2.219 0.730 -2.308
N -1.875 -0.339 -2.883
C -1.339 1.984 -2.271
S 0.346 1.528 -1.825
C 0.160 0.922 -0.118
C 1.060 -0.304 0.146
C 0.349 -1.454 0.857
C -0.844 -2.032 0.114
O -1.209 -3.213 0.809
C 1.165 3.155 -1.670
C 2.266 3.295 -2.715
C 1.768 3.186 -4.148
Br 3.066 5.036 -2.371
H -3.626 0.057 -0.851
H -3.740 1.796 -1.180
H -4.343 0.626 -2.360
H -0.962 -0.284 -3.337
H -1.700 2.729 -1.562
H -1.285 2.445 -3.261
H -0.902 0.714 0.018
H 0.423 1.762 0.525
H 1.890 0.029 0.772
H 1.499 -0.661 -0.790
H 0.051 -1.155 1.865
H 1.075 -2.264 0.966
H -1.688 -1.329 0.102
H -0.570 -2.261 -0.924
H -2.039 -3.557 0.450
H 1.556 3.218 -0.656
H 0.403 3.926 -1.799
H 3.059 2.574 -2.522
H 2.452 3.684 -4.831
H 0.789 3.658 -4.265
H 1.710 2.138 -4.456
C 1.049 -3.799 3.701
S 1.076 -2.201 4.523
O 2.419 -2.045 5.132
C -0.060 -2.642 5.842
H 1.757 -3.753 2.876
H 1.359 -4.568 4.407
H 0.049 -3.996 3.314
H 0.344 -3.493 6.390
H -1.036 -2.880 5.418
H -0.143 -1.782 6.503
```

Calculated values
* LUMO: -3.2 eV
* total charge: +1
* orbital gap: 7.57 eV

Entry 5:
Formula: C12H27Cl2F6N5O7S2
Source: the Open Molecules 2025 dataset
Level of theory: ωB97M-V/def2-TZVPD

```
61
Properties=species:S:1:pos:R:3
N -0.269 -0.055 0.398
H 0.665 0.299 0.136
H -0.919 0.693 0.109
H -0.348 -0.256 1.411
H -0.410 -0.907 -0.168
C -1.929 1.769 2.840
F -2.555 2.773 3.434
F -2.683 1.301 1.833
F -0.772 2.220 2.315
S -1.626 0.444 4.088
O -1.018 1.100 5.197
O -2.885 -0.189 4.285
N -0.618 -0.457 3.176
S 0.119 -1.499 4.149
O 1.282 -0.988 4.772
O -0.782 -2.283 4.938
C 0.772 -2.691 2.900
F 1.571 -3.563 3.503
F -0.218 -3.352 2.295
F 1.486 -2.056 1.929
C 0.440 -0.997 -3.675
C -0.423 -1.941 -2.852
O -0.324 -1.994 -1.633
N -1.359 -2.630 -3.538
C -2.293 -3.574 -2.911
H -0.153 -0.552 -4.477
H 1.167 -1.586 -4.253
H 0.952 -0.283 -3.045
H -1.277 -2.766 -4.531
H -1.917 -4.597 -3.027
H -3.257 -3.481 -3.396
H -2.312 -3.417 -1.840
C 3.473 -1.689 -0.898
C 3.392 -0.204 -0.603
O 2.315 0.390 -0.538
N 4.555 0.433 -0.369
C 4.639 1.840 -0.023
H 3.696 -2.259 0.002
H 4.228 -1.909 -1.652
H 2.492 -1.981 -1.273
H 5.414 -0.087 -0.395
H 4.416 2.029 1.029
H 3.914 2.405 -0.607
H 5.642 2.189 -0.251
C -2.090 4.144 -1.043
C -1.277 2.913 -1.328
O -1.730 1.793 -1.080
N -0.038 3.066 -1.814
C 0.650 4.328 -2.049
H -3.135 3.952 -1.254
H -1.745 5.042 -1.544
H -1.987 4.283 0.040
H 0.480 2.210 -1.942
H 0.778 4.868 -1.108
H 0.087 4.967 -2.725
H 1.628 4.113 -2.462
C -3.583 -2.152 2.014
Cl -2.859 -2.184 0.373
Cl -4.539 -3.596 2.320
H -2.763 -2.147 2.720
H -4.164 -1.245 2.096
```

Calculated values
* LUMO: 0.0 eV
* orbital gap: 9.31 eV

| no. | molecular weight (g/mol) |
| --- | --- |
| 1 | 302.38 |
| 2 | 477.07 |
| 3 | 469.03 |
| 4 | 361.39 |
| 5 | 602.40 |